ORCA calculation (the ωB97M-V functional and the def2-TZVPD basis) on a cluster of 2 separate species, C4H11N2 in total.

Values from the calculation:
**Charge**: +1
**F_max**: 1.01 eV/A
**Lowest unoccupied orbital energy**: -5.05 eV
**Energy relative to the best compared isomer or geometry (same formula, charge and spin)**: 192.66 kJ/mol

XYZ file:
```
17
Properties=species:S:1:pos:R:3:nbo_charge:R:1
C 0.41 1.12 -2.11 0.1480
N -0.46 1.77 -1.47 -0.5850
H 0.76 0.17 -1.73 0.2362
H 0.83 1.52 -3.03 0.2271
H -0.93 2.58 -1.82 0.4342
H -0.71 1.54 -0.46 0.4709
C 0.40 -2.40 0.50 -0.6422
C -0.36 -1.12 0.79 -0.2179
C 0.24 0.04 1.04 -0.0820
N -0.47 1.24 1.36 -0.8625
H 1.47 -2.24 0.37 0.2160
H 0.30 -3.07 1.34 0.2417
H -0.01 -2.86 -0.40 0.2233
H -1.44 -1.18 0.85 0.2043
H 1.31 0.15 0.92 0.2003
H 0.01 1.75 2.08 0.3991
H -1.36 0.99 1.77 0.3886
```

---

ORCA calculation (the ωB97M-V functional and the def2-TZVPD basis) on a structure of composition C4H11N2.

Values from the calculation:
**Charge**: +1
**F_max**: 5.04 eV/A
**Lowest unoccupied orbital energy**: -7.09 eV
**Energy relative to the best compared isomer or geometry (same formula, charge and spin)**: 496.49 kJ/mol

XYZ file:
```
17
Properties=species:S:1:pos:R:3:lowdin_charge:R:1
C 1.38 0.59 0.58 -0.2671
C 0.86 0.28 -0.85 -0.1636
C -0.25 -0.78 -0.91 -0.1594
C -1.62 -0.32 -0.51 -0.1707
N -1.75 0.58 0.44 0.2975
N 1.16 -0.52 1.49 0.0005
H 0.93 1.52 0.94 0.1033
H 2.45 0.76 0.52 0.1141
H 0.43 1.20 -1.25 0.1079
H 1.68 -0.05 -1.47 0.1168
H -0.31 -1.12 -1.95 0.1346
H -0.01 -1.66 -0.31 0.1414
H -1.82 0.83 -0.90 0.2885
H -2.40 -1.08 -0.62 0.1731
H 1.78 -0.52 2.29 0.0822
H 0.22 -0.48 1.87 0.0536
H -2.74 0.76 0.65 0.1473
```

---

ORCA calculation (the ωB97M-V functional and the def2-TZVPD basis) on a cluster of 2 separate species, C4H11N2 in total.

Values from the calculation:
**Charge**: +1
**F_max**: 6.22 eV/A
**Lowest unoccupied orbital energy (alpha / beta)**: -3.12 / -6.83 eV
**Energy relative to the best compared isomer or geometry (same formula, charge and spin)**: 799.05 kJ/mol

XYZ file:
```
17
Properties=species:S:1:pos:R:3:nbo_charge:R:1
C -0.04 -1.58 -0.65 -0.1300
C -2.24 2.24 -0.82 -0.4689
C 0.69 -0.97 1.56 -0.4470
C 1.41 0.34 -0.27 -0.4579
N -0.82 -0.52 -0.31 0.0541
N 0.47 -0.61 0.20 -0.1543
H -0.16 -2.57 -0.31 0.2597
H 0.44 -1.65 -1.70 0.2598
H -2.20 2.96 0.00 0.1759
H -1.35 2.18 -1.46 0.1590
H -3.15 1.65 -0.96 0.1862
H 0.45 -0.14 2.34 0.2647
H 0.00 -1.81 1.93 0.2545
H 1.61 -1.37 1.74 0.2476
H 1.27 1.18 0.47 0.2580
H 2.44 -0.18 -0.46 0.2688
H 1.16 0.86 -1.30 0.2698
```

---

ORCA calculation (the ωB97M-V functional and the def2-TZVPD basis) on a cluster of 2 separate species, C4H11N2 in total.

Values from the calculation:
**Charge**: +1
**F_max**: 4.62 eV/A
**Lowest unoccupied orbital energy**: -4.56 eV
**Energy relative to the best compared isomer or geometry (same formula, charge and spin)**: 420.22 kJ/mol

XYZ file:
```
17
Properties=species:S:1:pos:R:3:nbo_charge:R:1
C -0.77 -1.08 1.28 -0.2200
C -1.27 -0.54 -0.01 0.5521
C -1.55 -0.63 -1.40 -0.7184
C 2.24 0.73 -0.40 -0.4462
N -1.79 -0.04 1.06 -0.4393
N 1.08 1.07 0.41 -0.8598
H -1.07 -2.10 1.63 0.2332
H 0.30 -0.87 1.66 0.2369
H -2.22 -1.33 -1.69 0.2962
H -0.60 -0.99 -1.84 0.2810
H -1.85 0.40 -1.71 0.2789
H 1.97 0.56 -1.46 0.1924
H 3.13 1.43 -0.45 0.2049
H 2.74 -0.20 -0.22 0.2121
H -2.42 0.63 1.43 0.4578
H 0.88 2.14 0.37 0.3844
H 1.18 0.84 1.33 0.3535
```

---

ORCA calculation (the ωB97M-V functional and the def2-TZVPD basis) on the ion C4H11N2O with charge -1.

Values from the calculation:
**Charge**: -1
**F_max**: 2.80 eV/A
**Lowest unoccupied orbital energy**: 3.67 eV
**Energy relative to the best compared isomer or geometry (same formula, charge and spin)**: 217.94 kJ/mol
**SMILES string**: NCCNCC[O-]

XYZ file:
```
18
Properties=species:S:1:pos:R:3:nbo_charge:R:1
N -1.84 -1.64 1.40 -0.8506
C -1.98 -0.92 0.12 -0.2307
C -1.23 0.37 0.05 -0.2428
N 0.20 0.05 -0.17 -0.6335
C 1.09 1.08 -0.55 -0.2883
C 2.69 0.88 -0.14 0.0196
O 3.06 -0.35 -0.47 -0.9504
H -0.84 -1.61 1.62 0.3733
H -2.07 -2.63 1.33 0.3412
H -2.99 -1.01 -0.32 0.1820
H -1.55 -1.64 -0.59 0.1623
H -1.49 1.10 -0.74 0.1631
H -1.25 1.07 0.90 0.1925
H 0.21 -0.73 -0.81 0.3568
H 1.28 1.14 -1.64 0.1458
H 0.75 2.07 -0.20 0.1406
H 2.78 1.11 0.97 0.0532
H 3.17 1.66 -0.75 0.0660
```

---

ORCA calculation (the ωB97M-V functional and the def2-TZVPD basis) on a cluster of 2 separate species, C4H11N2O in total.

Values from the calculation:
**Charge**: -2
**2S+1**: 2
**F_max**: 4.17 eV/A
**Lowest unoccupied orbital energy (alpha / beta)**: 7.18 / 7.12 eV
**Energy relative to the best compared isomer or geometry (same formula, charge and spin)**: 396.87 kJ/mol

XYZ file:
```
18
Properties=species:S:1:pos:R:3:mulliken_spin:R:1
C -0.67 -0.12 0.64 0.0763
N 0.39 -0.09 -0.46 0.0775
C -0.04 -1.28 1.70 -0.1191
C -0.24 -2.71 1.18 0.1988
N -1.10 -0.65 2.30 0.8865
C 0.74 2.91 -1.91 0.0435
O -0.31 2.06 -2.09 -0.0055
H -0.76 0.90 1.02 -0.0263
H -1.54 -0.50 0.13 0.0236
H 0.12 -0.76 -1.19 -0.0207
H 0.16 0.77 -1.07 0.0103
H 1.00 -1.06 1.92 -0.0225
H 0.27 -3.39 1.87 -0.0548
H -1.31 -2.93 1.24 -0.0398
H 0.18 -2.73 0.16 -0.0242
H 0.46 3.79 -1.18 0.0000
H 1.58 2.36 -1.43 -0.0072
H 1.08 3.43 -2.83 0.0038
```

---

ORCA calculation (the ωB97M-V functional and the def2-TZVPD basis) on a cluster of 2 separate species, C4H11N2O in total.

Values from the calculation:
**Charge**: +1
**F_max**: 1.15 eV/A
**Lowest unoccupied orbital energy**: -4.33 eV
**Energy relative to the best compared isomer or geometry (same formula, charge and spin)**: 222.68 kJ/mol

XYZ file:
```
18
Properties=species:S:1:pos:R:3:nbo_charge:R:1
C 1.94 -0.44 2.29 -0.4366
C 1.30 1.16 0.68 0.1023
N 0.99 0.10 1.29 -0.4131
H 1.90 -1.54 2.28 0.2397
H 1.65 -0.17 3.30 0.2443
H 2.92 -0.06 2.01 0.2259
H 2.23 1.73 0.85 0.2209
H 0.69 1.43 -0.18 0.2103
H 0.20 -0.55 0.82 0.4586
O -0.22 0.06 -2.36 -0.5092
C -1.23 0.51 -1.86 0.4174
C -1.80 0.00 -0.55 -0.3488
N -1.05 -1.10 0.03 -0.8295
H -1.82 1.34 -2.32 0.1483
H -1.89 0.84 0.12 0.2222
H -2.84 -0.31 -0.76 0.2371
H -1.70 -1.66 0.60 0.4017
H -0.74 -1.74 -0.69 0.4084
```

---

ORCA calculation (the ωB97M-V functional and the def2-TZVPD basis) on a cluster of 2 separate species, C4H11N2O in total.

Values from the calculation:
**Charge**: +1
**F_max**: 4.52 eV/A
**Lowest unoccupied orbital energy**: -3.41 eV
**Energy relative to the best compared isomer or geometry (same formula, charge and spin)**: 310.81 kJ/mol

XYZ file:
```
18
Properties=species:S:1:pos:R:3:nbo_charge:R:1
C -1.47 0.69 -0.38 -0.1915
C -1.84 1.20 -1.54 0.0510
N -2.22 0.50 -2.68 -0.7673
N -0.22 1.14 0.34 -0.7083
H -1.80 -0.36 0.04 0.2325
H -1.71 2.28 -1.72 0.1936
H -2.18 1.12 -3.47 0.3925
H -1.62 -0.30 -2.91 0.4025
H 0.35 0.26 0.50 0.4763
H -0.36 1.65 1.22 0.4285
H 0.27 1.77 -0.30 0.4363
O 1.23 -1.18 0.31 -0.6062
C 1.49 -1.56 1.47 0.4794
C 2.61 -0.95 2.29 -0.7392
H 0.88 -2.38 1.96 0.1559
H 2.89 -1.70 3.05 0.2526
H 2.26 -0.05 2.82 0.2511
H 3.44 -0.62 1.66 0.2605
```

---

ORCA calculation (the ωB97M-V functional and the def2-TZVPD basis) on the ion C4H11N2O with charge +1.

Values from the calculation:
**Charge**: +1
**F_max**: 2.43 eV/A
**Lowest unoccupied orbital energy**: -3.20 eV
**Energy relative to the best compared isomer or geometry (same formula, charge and spin)**: 104.89 kJ/mol
**SMILES string**: CC[NH2+]CC(N)=O

XYZ file:
```
18
Properties=species:S:1:pos:R:3:nbo_charge:R:1
C 0.45 -0.11 -2.75 -0.6652
C 0.50 1.15 -1.97 -0.1852
N 0.24 0.92 -0.39 -0.5135
C 0.34 -0.48 0.12 -0.3363
C -0.42 -0.41 1.49 0.6618
N -0.24 -1.56 2.19 -0.8067
O -1.01 0.56 1.87 -0.5746
H 0.79 0.13 -3.76 0.2694
H -0.51 -0.60 -2.88 0.2373
H 1.16 -0.86 -2.39 0.2257
H 1.49 1.58 -2.01 0.2298
H -0.32 1.80 -2.26 0.2322
H 0.81 1.56 0.15 0.4417
H -0.72 1.25 -0.23 0.4546
H 1.36 -0.82 0.20 0.2518
H -0.24 -1.16 -0.49 0.2493
H 0.08 -2.36 1.67 0.3922
H -0.40 -1.76 3.16 0.4359
```

---

ORCA calculation (the ωB97M-V functional and the def2-TZVPD basis) on a cluster of 3 separate species, C4H11N2O in total.

Values from the calculation:
**Charge**: +1
**F_max**: 4.78 eV/A
**Lowest unoccupied orbital energy**: -4.39 eV
**Energy relative to the best compared isomer or geometry (same formula, charge and spin)**: 364.65 kJ/mol

XYZ file:
```
18
Properties=species:S:1:pos:R:3:nbo_charge:R:1
C 3.54 1.42 -0.27 -0.7310
C 2.40 0.82 -0.42 0.7160
C -1.80 -0.32 -0.79 -0.7552
C -1.24 0.87 -0.18 0.3503
N -0.30 -2.34 0.47 -1.1093
N -1.73 1.34 0.97 -0.6518
O 1.35 0.30 -0.26 -0.5596
H 3.70 2.21 0.53 0.3000
H 4.49 1.07 -0.71 0.2932
H -1.86 -0.07 -1.89 0.2677
H -1.23 -1.25 -0.68 0.3552
H -2.85 -0.48 -0.43 0.2245
H -0.34 1.18 -0.75 0.2631
H 0.60 -1.87 0.33 0.3785
H -0.24 -3.16 -0.16 0.3931
H -0.44 -2.48 1.48 0.3953
H -2.59 0.81 1.06 0.4180
H -1.45 1.94 1.71 0.4520
```

---

ORCA calculation (the ωB97M-V functional and the def2-TZVPD basis) on the ion C4H11N2O with charge +2.

Values from the calculation:
**Charge**: +2
**2S+1**: 2
**F_max**: 1.83 eV/A
**Lowest unoccupied orbital energy (alpha / beta)**: -8.55 / -14.00 eV
**Energy relative to the best compared isomer or geometry (same formula, charge and spin)**: 53.65 kJ/mol

XYZ file:
```
18
Properties=species:S:1:pos:R:3:mulliken_spin:R:1
C -0.21 -2.11 0.36 -0.0005
C -0.31 -0.70 -0.20 -0.0057
C 0.59 0.32 0.51 -0.0171
C 0.66 1.64 -0.26 -0.0925
N 1.90 2.29 -0.33 0.8151
O -0.28 2.10 -0.88 0.3587
N -1.80 -0.28 -0.26 0.0000
H -1.03 -2.72 -0.01 -0.0002
H -0.26 -2.10 1.45 0.0003
H 0.72 -2.57 0.05 0.0000
H -0.09 -0.70 -1.27 0.0019
H 0.33 0.53 1.53 -0.0064
H 1.55 -0.21 0.47 -0.0025
H 2.73 1.87 0.11 -0.0236
H 1.94 3.30 -0.56 -0.0275
H -2.27 -0.45 0.64 -0.0001
H -2.30 -0.92 -0.89 0.0000
H -1.89 0.71 -0.44 0.0002
```

---

ORCA calculation (the ωB97M-V functional and the def2-TZVPD basis) on a cluster of 3 separate species, C4H11N2O2 in total.

Values from the calculation:
**Charge**: +1
**F_max**: 1.86 eV/A
**Lowest unoccupied orbital energy**: -2.88 eV
**Energy relative to the best compared isomer or geometry (same formula, charge and spin)**: 43.96 kJ/mol

XYZ file:
```
19
Properties=species:S:1:pos:R:3:nbo_charge:R:1
C 0.69 -0.54 -2.26 -0.6692
C -0.28 -0.22 -1.19 0.1553
C -1.48 -0.77 -0.84 -0.0658
N -2.03 0.07 0.11 -0.4421
C -1.09 0.87 0.60 0.2830
N -0.06 0.81 -0.27 -0.4807
H 1.44 -1.29 -1.94 0.2490
H 1.29 0.28 -2.68 0.2574
H 0.17 -1.10 -3.04 0.2555
H -2.06 -1.60 -1.19 0.2553
H -2.92 -0.08 0.55 0.4503
H -1.22 1.45 1.51 0.2611
H 0.82 1.34 -0.19 0.4769
H -0.01 -1.52 1.78 0.4736
H -0.90 -1.88 2.84 0.4914
O -0.85 -1.20 2.15 -0.9590
H 3.59 1.73 1.15 0.4956
H 2.26 1.79 1.89 0.4767
O 2.65 1.85 1.01 -0.9645
```

---

> What is the energy relative to the best compared isomer or geometry (same formula, charge and spin) in the eighth record?

310.81 kJ/mol